1.
The following is a DFT calculation (ωB97M-V with the def2-TZVPD basis set) of an isolated ion of composition C4H11N2S and charge -1 at a distorted geometry.

Atoms and positions in Å:
C  2.363374  0.051064  0.437210
N  1.134525  0.813233  0.424141
C  0.028372  0.155663  -0.233879
C  -0.385262  -1.236016  0.367134
S  -0.770513  -2.513373  -0.863223
C  -1.179975  1.079630  -0.281833
N  -2.246801  0.560438  -1.143076
H  2.596904  -0.356873  -0.550950
H  3.234679  0.695374  0.623710
H  2.431368  -0.785010  1.147232
H  0.908709  1.082874  1.368978
H  0.160305  -0.207989  -1.233995
H  -1.224133  -1.080375  1.076816
H  0.361963  -1.612104  1.081137
H  -0.827760  2.026965  -0.722050
H  -1.597569  1.355295  0.697395
H  -3.045461  0.271469  -0.594111
H  -1.942728  -0.300258  -1.600628

Cartesian forces, eV/Å:
1.06 -0.01 -0.29
0.71 0.07 -0.65
-1.68 -1.42 1.57
-0.34 0.08 1.35
-0.04 0.02 -0.09
0.10 0.72 -0.77
-0.33 -0.06 -0.02
-0.47 -0.08 0.00
-0.25 0.15 0.28
-0.26 0.02 -0.05
-0.35 -0.02 0.09
1.23 0.72 -1.00
-0.16 0.08 -0.44
0.39 0.13 -0.43
0.01 -0.03 0.15
0.25 -0.32 0.08
0.07 -0.03 0.08
0.08 0.00 0.12

Summary:
E: -666.71099 Eh
Total charge: -1
E_HOMO: -0.092 Eh
Max |F|: 0.0525 Eh/bohr
Relative energy (zero: lowest compared OMol25 entry of this formula, charge and spin): 22.3 kcal per mole
M: 119.21 g mol⁻¹
Lowest unoccupied orbital energy: 3.9 eV
SMILES: CN[C@H](CN)C[S-]

***

2.
The following is a DFT calculation (ωB97M-V with the def2-TZVPD basis set) of one molecule with the formula C3H4N2O at a distorted geometry.

Atoms and positions in Å:
C  -1.756527  0.140014  -0.124029
C  1.689966  -1.065110  -0.373450
C  -0.895452  1.125926  0.398083
N  -2.252825  -0.781838  -0.571134
N  0.900658  -0.112863  -0.507117
O  0.390940  0.381093  0.729429
H  1.904149  -1.597753  -1.277873
H  2.001170  -1.463905  0.587692
H  -0.602377  1.940406  -0.182609
H  -1.379706  1.434032  1.321006

Cartesian forces, eV/Å:
-0.21 -0.41 -1.32
0.16 -0.92 0.72
2.28 -1.56 2.30
-0.92 -0.81 -0.29
-1.69 1.26 0.16
-0.83 0.81 -0.37
0.64 0.08 -0.40
-0.04 0.01 0.08
-0.08 1.20 -1.29
0.69 0.33 0.41

Summary:
E: -301.35231 Eh
Total charge: 0
E_HOMO: -0.388 Eh
Max |F|: 0.0700 Eh/bohr
Relative energy (zero: lowest compared OMol25 entry of this formula, charge and spin): 84.7 kcal per mole
M: 84.08 g mol⁻¹
Lowest unoccupied orbital energy: 1.0 eV
SMILES: C=NOCC#N

***

3.
The following is a DFT calculation (ωB97M-V with the def2-TZVPD basis set) of C3H9ClGa as an isolated structure.

Atoms and positions in Å:
Cl  2.905715  -1.679619  0.098559
C  1.188470  -1.109983  -0.088833
C  1.073407  0.415448  -0.093176
C  -0.203392  0.881145  0.612554
Ga  -1.951719  0.251746  -0.262312
H  0.636523  -1.549329  0.737287
H  0.848351  -1.569032  -1.010036
H  1.066984  0.758229  -1.134417
H  1.989649  0.820940  0.353500
H  -0.216445  1.977337  0.632170
H  -0.165865  0.562371  1.662548
H  -1.643847  -1.101668  -1.114892
H  -2.479247  1.392958  -1.279850
H  -3.048585  -0.050543  0.886898

Cartesian forces, eV/Å:
0.07 0.00 0.00
-0.07 0.06 -0.07
0.08 -0.06 -0.10
0.04 0.02 0.01
-0.01 -0.07 -0.03
0.06 0.01 0.06
-0.11 0.05 0.03
0.05 -0.02 0.04
-0.08 0.02 0.08
0.00 -0.03 -0.02
0.01 -0.03 -0.04
-0.01 0.02 0.04
0.01 0.03 0.01
-0.01 0.01 -0.02

Summary:
E: -2504.66275 Eh
Total charge: -1
E_HOMO: -0.169 Eh
Max |F|: 0.0027 Eh/bohr
Relative energy (zero: lowest compared OMol25 entry of this formula, charge and spin): 2.5 kcal per mole
M: 150.28 g mol⁻¹
Lowest unoccupied orbital energy: 3.4 eV